[1]
Molecular formula: C31H78CuN5O11
Method: DFT, ωB97M-V/def2-TZVPD

The geometry in XYZ format:
```
126
C31H78CuN5O11 (ωB97M-V/def2-TZVPD)
Cu -0.77 -2.15 0.28
C 0.14 0.57 -0.70
O -0.34 0.01 0.46
H -0.60 0.94 -1.45
H 0.76 1.46 -0.55
H 0.71 -0.16 -1.31
C 2.49 -2.34 0.51
O 1.39 -3.11 0.93
C 1.46 -3.60 2.23
C 0.13 -4.23 2.52
N -1.02 -3.36 2.35
C -0.92 -2.21 3.26
C -2.28 -1.62 3.47
O -3.15 -2.65 3.92
C -3.85 -2.36 5.11
H 2.30 -2.11 -0.55
H 3.39 -2.96 0.58
H 2.60 -1.35 0.96
H 1.73 -2.78 2.90
H 2.22 -4.39 2.32
H 0.18 -4.72 3.51
H 0.02 -5.10 1.86
H -1.84 -3.90 2.62
H -0.21 -1.49 2.84
H -0.48 -2.45 4.25
H -2.72 -1.21 2.55
H -2.23 -0.70 4.07
H -3.17 -2.39 5.97
H -4.63 -3.10 5.26
H -4.30 -1.37 5.01
C 0.07 -4.92 -1.32
O -0.29 -3.57 -1.54
C -1.26 -3.42 -2.57
C -2.24 -2.29 -2.29
N -2.81 -2.39 -0.94
C -3.75 -1.26 -0.73
C -4.73 -1.57 0.37
O -5.84 -2.26 -0.24
C -6.74 -2.75 0.71
H -0.81 -5.49 -0.99
H 0.87 -4.92 -0.59
H 0.45 -5.39 -2.23
H -1.82 -4.35 -2.71
H -0.73 -3.20 -3.50
H -3.04 -2.39 -3.04
H -1.77 -1.31 -2.36
H -3.43 -3.18 -0.80
H -4.24 -0.90 -1.64
H -3.15 -0.38 -0.46
H -5.10 -0.65 0.84
H -4.30 -2.22 1.14
H -6.43 -3.69 1.20
H -7.68 -2.94 0.19
H -6.92 -2.08 1.56
C 1.46 4.22 3.97
O 0.18 4.17 3.43
C -0.28 2.84 3.30
C -1.64 2.86 2.66
N -2.09 1.48 2.41
C -3.41 1.46 1.81
C -4.56 1.42 2.80
O -5.75 1.54 2.05
C -6.88 1.29 2.85
H 1.48 3.95 5.03
H 1.94 5.20 3.90
H 2.13 3.56 3.40
H -0.36 2.37 4.30
H 0.43 2.23 2.72
H -1.56 3.41 1.71
H -2.41 3.35 3.27
H -1.43 1.06 1.76
H -3.42 0.50 1.29
H -3.64 2.23 1.05
H -4.47 2.25 3.52
H -4.56 0.48 3.36
H -6.94 0.21 3.07
H -7.76 1.56 2.27
H -6.88 1.80 3.82
C 3.31 -1.58 -4.00
O 2.24 -1.19 -4.82
C 1.14 -0.80 -4.02
C -0.01 -0.39 -4.90
N -0.64 -1.47 -5.65
C -1.66 -1.07 -6.61
C -1.06 -0.56 -7.93
O -0.33 -1.58 -8.56
C -1.09 -2.44 -9.30
H 4.08 -1.98 -4.67
H 3.06 -2.46 -3.38
H 3.71 -0.79 -3.36
H 1.42 0.13 -3.51
H 0.78 -1.61 -3.38
H 0.36 0.40 -5.58
H -0.80 0.09 -4.31
H 0.09 -1.97 -6.14
H -2.32 -0.28 -6.23
H -2.25 -1.98 -6.78
H -0.44 0.29 -7.66
H -1.87 -0.18 -8.56
H -1.55 -2.04 -10.22
H -1.88 -2.93 -8.72
H -0.45 -3.23 -9.70
C 2.77 3.52 0.12
O 3.77 4.46 -0.20
C 3.80 5.56 0.68
C 4.64 5.28 1.90
N 6.07 5.26 1.62
C 6.82 4.69 2.75
C 8.29 4.64 2.42
O 8.51 3.63 1.46
C 9.84 3.44 1.19
H 1.80 4.02 0.23
H 3.00 2.98 1.04
H 2.66 2.82 -0.70
H 2.77 5.73 1.02
H 4.14 6.47 0.17
H 4.40 4.29 2.34
H 4.41 5.98 2.72
H 6.32 4.63 0.86
H 6.44 3.67 2.95
H 6.70 5.29 3.66
H 8.88 4.45 3.33
H 8.54 5.59 1.93
H 10.00 2.82 0.31
H 10.31 2.92 2.03
H 10.38 4.39 1.09
```

- HOMO-LUMO gap: 7.60 eV
- Energy: -108017.084 eV
- Energy relative to the best compared isomer or geometry (same formula, charge and spin): 0.000 eV
- Total charge: 0
- HOMO energy: -7.05 eV

---

[2]
Molecular formula: C4H11NOS
Method: DFT, ωB97M-V/def2-TZVPD

The geometry in XYZ format:
```
18
C4H11NOS (ωB97M-V/def2-TZVPD)
O 0.24 -1.16 2.31
C 1.08 -1.88 1.40
N 1.95 -1.04 0.65
C 1.39 -0.45 -0.56
C 0.31 0.59 -0.31
C -1.12 0.28 -0.82
S -1.94 1.78 -1.49
H 0.51 -1.18 3.23
H 0.35 -2.40 0.78
H 1.69 -2.64 1.89
H 2.50 -0.43 1.23
H 1.15 -1.28 -1.24
H 2.23 -0.04 -1.10
H 0.17 0.82 0.75
H 0.63 1.60 -0.57
H -1.01 -0.45 -1.63
H -1.78 -0.14 -0.07
H -0.90 2.62 -1.40
```

- HOMO-LUMO gap: 9.72 eV
- Energy: -18698.170 eV
- Energy relative to the best compared isomer or geometry (same formula, charge and spin): 1.748 eV
- SMILES: OCNCCCS
- Total charge: 0
- HOMO energy: -8.86 eV

---

[3]
Molecular formula: C41H39FeN5O8PS
Method: DFT, ωB97M-V/def2-TZVPD

The geometry in XYZ format:
```
96
C41H39FeN5O8PS (ωB97M-V/def2-TZVPD)
Fe -0.06 -0.25 -0.45
C 2.64 2.71 -2.71
O 2.91 3.42 -1.50
C 1.80 3.79 -0.76
C 1.74 5.09 -0.32
C 0.69 5.54 0.48
C -0.34 4.66 0.77
C -0.31 3.33 0.33
C -1.51 2.51 0.48
N -1.53 1.29 0.10
N -2.76 0.63 0.04
C -2.67 -0.25 -0.93
O -1.72 -0.28 -1.79
C -3.76 -1.27 -0.98
C -4.89 -1.19 -0.18
C -5.85 -2.19 -0.23
C -5.69 -3.28 -1.08
C -4.57 -3.36 -1.89
C -3.61 -2.35 -1.84
C 0.81 2.82 -0.39
O 0.98 1.59 -0.70
H 3.61 2.52 -3.17
H 2.11 1.78 -2.53
H 2.04 3.34 -3.38
H 2.54 5.76 -0.62
H 0.66 6.56 0.83
H -1.20 4.99 1.34
H -2.43 2.99 0.79
H -4.99 -0.35 0.49
H -6.73 -2.13 0.40
H -6.45 -4.06 -1.12
H -4.43 -4.20 -2.56
H -2.72 -2.39 -2.46
O 0.53 -2.56 -3.62
S 0.95 -2.10 -2.33
O 0.06 -2.48 -1.20
O 1.32 -0.69 -2.20
C 2.46 -2.95 -1.90
C 3.12 -3.70 -2.86
C 4.30 -4.34 -2.54
C 4.81 -4.23 -1.25
C 4.15 -3.48 -0.30
C 2.96 -2.81 -0.60
P 2.13 -1.69 0.64
C 3.60 -0.66 1.04
C 3.76 0.48 0.25
C 4.82 1.34 0.47
C 5.73 1.08 1.49
C 5.59 -0.05 2.28
C 4.52 -0.92 2.06
C 1.97 -2.82 2.06
C 1.74 -4.18 1.88
C 1.42 -5.00 2.96
C 1.30 -4.46 4.23
C 1.49 -3.10 4.42
C 1.82 -2.29 3.35
H 2.69 -3.76 -3.85
H 4.83 -4.92 -3.28
H 5.74 -4.73 -0.99
H 4.56 -3.40 0.70
H 3.02 0.71 -0.51
H 4.90 2.23 -0.14
H 6.56 1.76 1.66
H 6.29 -0.26 3.07
H 4.41 -1.79 2.69
H 1.82 -4.61 0.89
H 1.25 -6.06 2.80
H 1.04 -5.09 5.07
H 1.37 -2.66 5.40
H 1.95 -1.22 3.50
O 0.12 1.68 3.87
C 1.13 1.39 3.04
O 0.99 0.70 2.07
C 2.48 1.98 3.44
N 2.47 2.32 4.89
C 2.94 3.70 5.06
C 2.44 4.37 3.80
C 2.74 3.32 2.73
H 3.24 1.24 3.17
H 2.99 1.65 5.44
H 0.57 2.11 4.64
H 4.04 3.76 5.11
H 2.54 4.12 5.98
H 2.92 5.33 3.60
H 1.36 4.54 3.86
H 3.79 3.37 2.44
H 2.14 3.43 1.84
N -1.47 -2.71 1.03
C -2.33 -3.17 1.95
C -2.49 -2.17 2.88
C -1.68 -1.12 2.42
N -1.06 -1.46 1.30
H -1.15 -3.12 0.17
H -2.76 -4.15 1.87
H -3.11 -2.19 3.76
H -1.52 -0.14 2.84
```

- HOMO-LUMO gap (spin up / spin down): 6.36 / 6.44 eV
- Energy: -121495.966 eV
- Energy relative to the best compared isomer or geometry (same formula, charge and spin): 0.000 eV
- ⟨S²⟩: 6.01
- Multiplicity: 5
- Total charge: -1
- HOMO energy (spin up / spin down): -4.11 / -4.20 eV

---

[4]
Molecular formula: C23H20NO7S2
Method: DFT, ωB97M-V/def2-TZVPD

The geometry in XYZ format:
```
53
C23H20NO7S2 (ωB97M-V/def2-TZVPD)
C 4.95 -0.06 -0.36
O 4.21 0.69 -1.38
C 2.97 1.15 -1.03
C 2.50 1.16 0.28
C 1.29 1.74 0.57
C 0.58 2.44 -0.40
C -0.75 3.05 -0.03
C -0.61 4.47 0.51
S 0.73 4.94 1.61
O 0.50 4.21 2.84
O 2.02 4.84 0.93
C 0.25 6.65 1.77
C 1.00 7.55 2.53
C 0.61 8.89 2.56
C -0.50 9.33 1.85
C -1.25 8.42 1.08
C -0.86 7.06 1.04
S -1.78 5.81 0.09
O -1.74 6.13 -1.33
O -3.02 5.62 0.84
C -1.71 2.00 0.38
C -1.45 0.61 0.98
C -1.55 -0.64 0.32
C -1.62 -1.80 1.09
C -1.39 -1.73 2.47
C -1.60 -2.97 3.27
C -1.15 -0.52 3.11
C -1.20 0.65 2.36
N -2.96 1.70 -0.61
O -3.82 2.60 -0.69
O -2.98 0.65 -1.28
C 1.07 2.51 -1.71
C 2.22 1.81 -2.04
H 5.86 -0.36 -0.86
H 5.19 0.55 0.52
H 4.39 -0.95 -0.03
H 3.06 0.76 1.10
H 0.80 1.59 1.53
H -1.40 3.40 -0.86
H 1.87 7.21 3.06
H 1.17 9.61 3.14
H -0.83 10.39 1.85
H -2.12 8.71 0.49
H -2.20 2.53 1.25
H -1.59 -0.67 -0.77
H -1.87 -2.76 0.63
H -1.51 -2.72 4.34
H -2.60 -3.37 3.05
H -0.83 -3.70 2.95
H -0.97 -0.50 4.20
H -1.03 1.62 2.83
H 0.51 2.99 -2.52
H 2.64 1.77 -3.06
```

- HOMO-LUMO gap: 6.47 eV
- Energy: -61662.940 eV
- SMILES: COc1ccc([C@H](C2=[S@@](=O)([O-])c3ccccc3S2(=O)=O)[C@H](c2ccc(C)cc2)[N+](=O)[O-])cc1
- Total charge: -1
- HOMO energy: -3.78 eV

---

[5]
Molecular formula: C9H8N2OS
Method: DFT, ωB97M-V/def2-TZVPD

The geometry in XYZ format:
```
21
C9H8N2OS (ωB97M-V/def2-TZVPD)
C -3.28 0.93 -0.24
C -2.58 2.06 0.08
C -2.66 -0.28 -0.17
C -1.23 2.07 0.34
C -1.26 -0.33 -0.08
C -0.51 0.89 0.30
C 0.77 -0.93 0.29
C 2.10 -1.64 0.36
C 3.20 -0.73 -0.18
N -0.39 -1.39 -0.12
N 0.74 0.39 0.60
O 3.21 1.95 -0.82
S 3.13 1.08 0.34
H -4.28 0.87 -0.40
H -3.23 3.03 -0.02
H -3.11 -1.19 -0.25
H -0.60 2.90 0.63
H 2.47 -1.90 1.32
H 1.92 -2.60 -0.18
H 4.29 -0.88 0.12
H 2.94 -0.48 -1.27
```

- HOMO-LUMO gap (spin up / spin down): 5.72 / 5.72 eV
- Energy: -25322.049 eV
- Energy relative to the best compared isomer or geometry (same formula, charge and spin): 4.197 eV
- Total charge: 0
- HOMO energy (spin up / spin down): -8.07 / -8.07 eV

---

[6]
Molecular formula: C19H43AgN6O16S2
Method: DFT, ωB97M-V/def2-TZVPD

The geometry in XYZ format:
```
87
C19H43AgN6O16S2 (ωB97M-V/def2-TZVPD)
Ag -33.19 -18.46 -3.44
N -31.79 -17.85 -5.88
O -31.07 -18.02 -4.92
O -31.56 -17.05 -6.77
O -32.84 -18.44 -5.84
C -31.53 -14.18 -2.43
C -30.65 -14.80 -3.50
O -30.08 -13.70 -4.13
S -30.19 -12.31 -3.33
O -31.17 -11.37 -3.90
O -28.90 -11.66 -3.11
O -30.79 -13.00 -1.93
H -31.71 -14.93 -1.66
H -32.51 -13.85 -2.78
H -31.18 -15.35 -4.27
H -29.79 -15.43 -3.26
C -31.92 -18.58 -10.32
C -32.95 -17.64 -9.57
O -33.86 -17.22 -10.66
S -33.65 -18.12 -12.04
O -32.78 -17.34 -12.95
O -34.93 -18.63 -12.48
O -32.69 -19.22 -11.32
H -31.52 -19.33 -9.63
H -31.09 -18.08 -10.82
H -32.46 -16.72 -9.24
H -33.49 -18.13 -8.77
C -29.38 -15.97 -9.35
C -29.72 -14.56 -9.10
O -29.22 -13.64 -9.67
N -30.53 -14.42 -8.07
C -31.04 -13.18 -7.49
H -30.15 -16.70 -9.13
H -28.41 -16.19 -8.89
H -29.24 -16.01 -10.44
H -31.05 -15.23 -7.79
H -30.38 -12.57 -6.88
H -31.91 -13.43 -6.90
H -31.49 -12.53 -8.25
C -38.69 -15.73 -6.68
C -37.29 -15.46 -7.22
O -37.14 -14.86 -8.27
N -36.29 -15.79 -6.41
C -34.93 -15.40 -6.71
H -39.16 -14.89 -6.18
H -38.56 -16.51 -5.93
H -39.46 -16.02 -7.40
H -36.52 -16.14 -5.49
H -34.69 -14.37 -6.46
H -34.62 -15.57 -7.74
H -34.23 -15.90 -6.03
C -29.79 -19.40 -1.76
C -28.29 -19.81 -1.88
O -27.91 -20.94 -2.05
N -27.47 -18.78 -1.94
C -26.03 -18.84 -1.94
H -30.13 -19.23 -2.78
H -29.87 -18.60 -1.02
H -30.37 -20.27 -1.44
H -27.89 -17.85 -1.91
H -25.51 -19.09 -1.02
H -25.78 -17.84 -2.32
H -25.79 -19.63 -2.64
C -24.29 -17.09 -7.14
C -25.46 -17.60 -6.31
O -25.34 -18.60 -5.68
N -26.60 -16.93 -6.48
C -27.83 -17.27 -5.70
H -24.55 -16.10 -7.51
H -23.97 -17.68 -7.99
H -23.40 -16.96 -6.52
H -26.75 -16.15 -7.10
H -28.36 -18.09 -6.18
H -28.35 -16.40 -5.30
H -27.50 -17.65 -4.73
C -31.04 -21.53 -7.48
C -32.19 -22.54 -7.16
O -31.98 -23.76 -7.21
N -33.36 -22.01 -6.69
C -34.48 -22.77 -6.19
H -30.94 -21.76 -8.54
H -30.06 -21.69 -7.02
H -31.15 -20.48 -7.22
H -33.44 -21.01 -6.62
H -34.42 -23.83 -5.93
H -35.35 -22.67 -6.85
H -34.83 -22.28 -5.28
```

- HOMO-LUMO gap: 5.85 eV
- Energy: -87762.743 eV
- Total charge: 0
- HOMO energy: -9.75 eV

---

Question: total charge of number 1 (C31H78CuN5O11)?
Answer: 0

---

Copy entry 3 word for word.
Molecular formula: C41H39FeN5O8PS
Method: DFT, ωB97M-V/def2-TZVPD

The geometry in XYZ format:
```
96
C41H39FeN5O8PS (ωB97M-V/def2-TZVPD)
Fe -0.06 -0.25 -0.45
C 2.64 2.71 -2.71
O 2.91 3.42 -1.50
C 1.80 3.79 -0.76
C 1.74 5.09 -0.32
C 0.69 5.54 0.48
C -0.34 4.66 0.77
C -0.31 3.33 0.33
C -1.51 2.51 0.48
N -1.53 1.29 0.10
N -2.76 0.63 0.04
C -2.67 -0.25 -0.93
O -1.72 -0.28 -1.79
C -3.76 -1.27 -0.98
C -4.89 -1.19 -0.18
C -5.85 -2.19 -0.23
C -5.69 -3.28 -1.08
C -4.57 -3.36 -1.89
C -3.61 -2.35 -1.84
C 0.81 2.82 -0.39
O 0.98 1.59 -0.70
H 3.61 2.52 -3.17
H 2.11 1.78 -2.53
H 2.04 3.34 -3.38
H 2.54 5.76 -0.62
H 0.66 6.56 0.83
H -1.20 4.99 1.34
H -2.43 2.99 0.79
H -4.99 -0.35 0.49
H -6.73 -2.13 0.40
H -6.45 -4.06 -1.12
H -4.43 -4.20 -2.56
H -2.72 -2.39 -2.46
O 0.53 -2.56 -3.62
S 0.95 -2.10 -2.33
O 0.06 -2.48 -1.20
O 1.32 -0.69 -2.20
C 2.46 -2.95 -1.90
C 3.12 -3.70 -2.86
C 4.30 -4.34 -2.54
C 4.81 -4.23 -1.25
C 4.15 -3.48 -0.30
C 2.96 -2.81 -0.60
P 2.13 -1.69 0.64
C 3.60 -0.66 1.04
C 3.76 0.48 0.25
C 4.82 1.34 0.47
C 5.73 1.08 1.49
C 5.59 -0.05 2.28
C 4.52 -0.92 2.06
C 1.97 -2.82 2.06
C 1.74 -4.18 1.88
C 1.42 -5.00 2.96
C 1.30 -4.46 4.23
C 1.49 -3.10 4.42
C 1.82 -2.29 3.35
H 2.69 -3.76 -3.85
H 4.83 -4.92 -3.28
H 5.74 -4.73 -0.99
H 4.56 -3.40 0.70
H 3.02 0.71 -0.51
H 4.90 2.23 -0.14
H 6.56 1.76 1.66
H 6.29 -0.26 3.07
H 4.41 -1.79 2.69
H 1.82 -4.61 0.89
H 1.25 -6.06 2.80
H 1.04 -5.09 5.07
H 1.37 -2.66 5.40
H 1.95 -1.22 3.50
O 0.12 1.68 3.87
C 1.13 1.39 3.04
O 0.99 0.70 2.07
C 2.48 1.98 3.44
N 2.47 2.32 4.89
C 2.94 3.70 5.06
C 2.44 4.37 3.80
C 2.74 3.32 2.73
H 3.24 1.24 3.17
H 2.99 1.65 5.44
H 0.57 2.11 4.64
H 4.04 3.76 5.11
H 2.54 4.12 5.98
H 2.92 5.33 3.60
H 1.36 4.54 3.86
H 3.79 3.37 2.44
H 2.14 3.43 1.84
N -1.47 -2.71 1.03
C -2.33 -3.17 1.95
C -2.49 -2.17 2.88
C -1.68 -1.12 2.42
N -1.06 -1.46 1.30
H -1.15 -3.12 0.17
H -2.76 -4.15 1.87
H -3.11 -2.19 3.76
H -1.52 -0.14 2.84
```

- HOMO-LUMO gap (spin up / spin down): 6.36 / 6.44 eV
- Energy: -121495.966 eV
- Energy relative to the best compared isomer or geometry (same formula, charge and spin): 0.000 eV
- ⟨S²⟩: 6.01
- Multiplicity: 5
- Total charge: -1
- HOMO energy (spin up / spin down): -4.11 / -4.20 eV